{"formula": "C11H44O11", "method": "ωB97M-V/def2-TZVPD", "elements": ["C", "O", "H", "H", "H", "H", "C", "O", "H", "H", "H", "H", "C", "O", "H", "H", "H", "H", "C", "O", "H", "H", "H", "H", "C", "O", "H", "H", "H", "H", "C", "O", "H", "H", "H", "H", "C", "O", "H", "H", "H", "H", "C", "O", "H", "H", "H", "H", "C", "O", "H", "H", "H", "H", "C", "O", "H", "H", "H", "H", "C", "O", "H", "H", "H", "H"], "positions_angstrom": [[-3.976171, -6.108498, -3.977965], [-3.205171, -4.888568, -3.929195], [-3.261971, -6.931018, -3.939375], [-4.540651, -6.176348, -3.047995], [-4.682721, -6.126958, -4.807755], [-2.779181, -4.744118, -4.777295], [-1.092511, 5.821562, 1.244735], [0.165279, 5.215732, 1.045345], [-1.127861, 6.907952, 1.326025], [-1.690431, 5.582212, 0.365365], [-1.553431, 5.348502, 2.111835], [0.603999, 5.669492, 0.321995], [0.850879, 3.337302, 7.210915], [1.210989, 4.653602, 7.415085], [1.738659, 2.766002, 6.939685], [0.348139, 2.952852, 8.098345], [0.214039, 3.277872, 6.328305], [0.448019, 5.186762, 7.180085], [-4.172741, 1.351092, -5.720315], [-3.040101, 1.384852, -6.561225], [-3.836741, 1.429842, -4.686375], [-4.840971, 2.206552, -5.819125], [-4.778861, 0.445452, -5.743365], [-3.244411, 1.808482, -7.398125], [-0.113671, 0.044962, -0.370685], [-0.327671, 0.638882, 0.897245], [-0.646721, -0.897998, -0.492275], [-0.353981, 0.643492, -1.249385], [0.943429, -0.219758, -0.346685], [0.037039, 1.525542, 0.848165], [-5.361631, -2.324108, 0.737355], [-5.578371, -1.983748, -0.661675], [-4.395601, -1.997148, 1.122055], [-6.107711, -1.832418, 1.361605], [-5.469981, -3.363028, 1.048825], [-4.920821, -2.401118, -1.222955], [5.581099, 2.564062, -2.064005], [6.648559, 1.687402, -1.694075], [5.126429, 2.262142, -3.007515], [4.758119, 2.575972, -1.349395], [5.905649, 3.579122, -2.292915], [6.338329, 0.798482, -1.881655], [6.097439, 0.299732, 3.321235], [5.978039, -0.311778, 4.616665], [5.876199, 1.359932, 3.198265], [7.129249, 0.164652, 2.996845], [5.470299, -0.197268, 2.581105], [6.215569, -1.240638, 4.567635], [-1.216761, -6.880128, 1.152705], [-0.018341, -7.617638, 1.337095], [-1.978911, -7.638728, 0.974485], [-1.551461, -6.329438, 2.031805], [-1.218681, -6.118278, 0.373165], [-0.242651, -8.293958, 1.980435], [0.688639, -2.648738, 5.596285], [-0.444791, -2.105818, 5.013595], [1.138349, -3.437448, 4.993125], [1.395159, -1.824988, 5.698175], [0.418879, -3.027688, 6.582045], [-0.095281, -1.592168, 4.281745], [2.015849, 4.462132, -6.808325], [1.233979, 4.186252, -5.660305], [1.580669, 5.156342, -7.527205], [3.033249, 4.789272, -6.593885], [2.190579, 3.533052, -7.350905], [0.486159, 3.641972, -5.917455]], "forces_ev_per_a": [[0.788, 0.587, 0.616], [-0.626, -0.150, 0.133], [-0.297, -0.364, -0.503], [-0.049, 0.256, -0.045], [0.213, -0.184, -0.120], [-0.037, -0.126, -0.052], [-0.760, -0.568, -0.718], [0.598, 0.278, 0.357], [0.515, 0.087, 0.340], [-0.515, -0.003, 0.042], [0.084, 0.185, -0.003], [0.079, -0.026, -0.032], [-0.235, -0.883, -0.676], [0.408, 1.607, 0.151], [0.050, -0.127, 0.430], [-0.007, -0.476, -0.102], [-0.373, -0.351, 0.057], [0.160, 0.226, 0.137], [-0.297, 0.444, 1.039], [0.057, -0.131, -0.077], [0.320, -0.100, 0.008], [-0.016, 0.100, -0.456], [0.155, -0.222, -0.564], [-0.201, -0.081, 0.051], [1.015, -0.677, 0.151], [-0.881, 0.179, -0.138], [-0.310, 0.138, 0.475], [-0.011, 0.380, 0.200], [0.213, -0.111, -0.812], [-0.022, 0.117, 0.153], [-0.027, 0.385, -0.059], [-0.183, -0.359, 1.448], [0.183, 0.156, -0.308], [-0.136, 0.411, -0.499], [0.023, -0.433, -0.820], [0.159, -0.170, 0.212], [-0.426, -0.254, -0.742], [-0.363, 0.621, -0.092], [-0.011, -0.328, -0.187], [0.192, 0.122, 0.364], [0.494, -0.097, 0.599], [0.105, -0.066, 0.062], [0.766, -1.273, -0.569], [-0.570, 1.222, -0.051], [-0.185, -0.023, 1.173], [0.120, 0.165, -0.247], [-0.180, -0.188, 0.011], [0.044, 0.097, -0.324], [-1.000, -0.513, 0.481], [0.336, 0.722, -0.125], [-0.518, 0.391, -0.466], [0.302, -0.014, 0.445], [0.667, -0.522, -0.351], [0.212, -0.056, 0.013], [0.776, 0.141, 0.671], [-0.993, 0.266, -0.816], [0.048, -0.209, 0.018], [0.561, -0.284, 0.407], [0.132, -0.073, -0.059], [-0.532, 0.176, -0.247], [0.306, -0.981, -0.789], [0.331, 0.578, 0.173], [-0.286, 0.256, 0.248], [-0.291, 0.308, 0.718], [-0.087, -0.189, -0.250], [0.013, 0.012, -0.086]], "nbo_charge": [-0.254, -0.733, 0.170, 0.182, 0.171, 0.465, -0.248, -0.721, 0.164, 0.158, 0.184, 0.465, -0.242, -0.716, 0.178, 0.160, 0.158, 0.462, -0.253, -0.724, 0.177, 0.165, 0.165, 0.469, -0.253, -0.724, 0.180, 0.168, 0.160, 0.470, -0.259, -0.727, 0.169, 0.183, 0.163, 0.471, -0.255, -0.717, 0.161, 0.162, 0.184, 0.464, -0.252, -0.729, 0.192, 0.163, 0.158, 0.468, -0.252, -0.716, 0.159, 0.159, 0.187, 0.463, -0.242, -0.713, 0.155, 0.159, 0.177, 0.463, -0.251, -0.722, 0.161, 0.182, 0.159, 0.470], "orbital_gap_ev": 10.27, "de_lowest_kj_mol": 419.7, "lumo_energy_ev": 0.16, "max_force_ha_per_bohr": 0.0324, "multiplicity": 1, "homo_ev": -10.11}